#1
Molecular formula: C5H5Cl
Method: DFT, the ωB97M-V functional and the def2-TZVPD basis

Last column: natural (NBO) charge in e.
Geometry (Å):
C 0.14350 -0.69166 -0.73111  0.03
C -0.99034 -1.40926 -0.91995  -0.40
C 0.61102 -0.30051 0.60525  -0.54
C 0.32666 1.15763 0.90941  0.01
C 0.11790 2.37129 0.97164  -0.25
H -1.40167 -1.52834 -1.88578  0.22
H -1.59942 -1.68246 -0.01815  0.21
H 0.17719 -0.93602 1.38596  0.25
H 1.67558 -0.44444 0.72325  0.25
H -0.06495 3.43162 1.10765  0.25
Cl 1.00451 0.03215 -2.14818  -0.03

Calculated values
spin multiplicity	1
LUMO	0.89	eV
SMILES	C#CCC(=C)Cl
Kohn-Sham gap	10.67	eV

---

#2
Molecular formula: C5H5Cl
Method: DFT, the ωB97M-V functional and the def2-TZVPD basis

Last column: natural (NBO) charge in e.
Geometry (Å):
C 0.23383 -1.96188 0.07332  -0.44
C 0.27168 -0.46555 0.02041  -0.12
C -0.76226 0.55041 0.17281  -0.28
C -0.32584 1.86190 0.07167  -0.06
C 0.11988 2.98739 0.10536  -0.22
H 0.85712 -2.42583 0.91317  0.24
H -0.89205 -2.18102 0.36328  0.22
H 1.29357 -0.13122 -0.19682  0.20
H -1.85634 0.40775 0.25013  0.24
H 0.46798 3.98182 -0.21800  0.25
Cl 0.59242 -2.62378 -1.55534  -0.04

Calculated values
spin multiplicity	1
LUMO	0.04	eV
SMILES	C#C/C=C/CCl
Kohn-Sham gap	8.98	eV

---

#1 comes first in stability; the runner-up is 13.7 kcal/mol higher.

---

#1
Molecular formula: CH2Cl2N2O2
Method: DFT, the ωB97M-V functional and the def2-TZVPD basis

Last column: natural (NBO) charge in e.
Geometry (Å):
C 0.91092 0.33964 -0.09958  -0.08
N 0.79622 -1.02797 -0.08934  0.43
N -1.47914 0.72782 0.66761  -0.50
O 1.34708 -1.60920 0.80699  -0.37
O 0.06857 -1.59019 -0.90984  -0.40
Cl -2.10035 -0.60138 -0.03689  0.29
Cl -1.82045 2.15017 -0.00108  0.23
H 1.26978 0.90678 0.69734  0.21
H 1.00738 0.70434 -1.03520  0.18

Calculated values
spin multiplicity	1
LUMO (spin up / spin down)	-1.56 / -1.88	eV
Kohn-Sham gap (spin up / spin down)	8.46 / 7.78	eV

---

#2
Molecular formula: CH2Cl2N2O2
Method: DFT, the ωB97M-V functional and the def2-TZVPD basis

Last column: natural (NBO) charge in e.
Geometry (Å):
C -0.40977 1.25323 -0.56265  -0.07
N -1.05021 0.17066 -0.11886  0.37
N 1.28524 -1.60688 0.13323  -0.44
O -1.67483 -0.52046 -0.87537  -0.39
O -1.00773 -0.00556 1.17373  -0.39
Cl 0.28572 -1.95288 1.30823  0.39
Cl 2.59306 -0.61662 0.63795  0.12
H -0.30997 1.37646 -1.64159  0.20
H 0.28848 1.90206 -0.05467  0.21

Calculated values
spin multiplicity	1
LUMO (spin up / spin down)	-2.47 / -1.46	eV
Kohn-Sham gap (spin up / spin down)	6.86 / 8.98	eV

---

#1 comes first in stability; the runner-up is 7.0 kcal/mol higher.

---

#1
Molecular formula: C4H13N2O2
Method: DFT, the ωB97M-V functional and the def2-TZVPD basis

Last column: natural (NBO) charge in e.
Geometry (Å):
C -0.71757 -1.01070 0.24918  -0.23
C 0.83115 -0.73973 0.86534  -0.43
C 1.42363 0.68175 1.09316  -0.22
N 1.43915 1.55137 -0.12468  -0.88
N -0.53220 -1.43278 -1.19283  -0.70
C -0.35461 -0.21941 -2.17089  0.15
O -0.77414 0.99057 -1.91589  -0.93
H -1.24514 -1.77537 0.87054  0.18
H -1.27188 -0.03135 0.22737  0.17
H 1.43963 -1.14858 0.12928  0.20
H 0.84431 -1.34546 1.70679  0.18
H 0.93298 1.18763 1.95160  0.17
H 2.43538 0.54820 1.46672  0.17
H 1.96979 0.95492 -0.93708  0.34
H 0.49128 1.65260 -0.54030  0.41
H -1.56675 -1.82264 -1.45160  0.30
H 0.81329 -0.21057 -1.98608  0.02
H -0.62355 -0.53922 -3.14308  0.11
H -2.48956 0.47386 1.49618  0.47
H -1.21981 1.26653 1.35351  0.48
O -1.82538 0.96841 2.05276  -0.95

Calculated values
spin multiplicity	1
LUMO	3.87	eV
charge	-1
Kohn-Sham gap	6.94	eV

---

#2
Molecular formula: C4H13N2O2
Method: DFT, the ωB97M-V functional and the def2-TZVPD basis

Last column: natural (NBO) charge in e.
Geometry (Å):
C -0.61313 -0.50834 -1.40753  -0.02
O -1.25556 -1.39517 -0.64830  -0.95
C -0.04646 0.55367 -0.42906  -0.09
C 0.62404 0.06178 0.83159  -0.42
C 1.55671 1.10301 1.62718  -0.21
N 2.67774 1.61642 0.79355  -0.87
N -1.21722 1.34960 -0.10262  -0.84
H -1.37330 -0.06631 -2.16925  0.08
H 0.05024 -1.11375 -1.99026  0.12
H 0.68503 1.16324 -0.94444  0.14
H -0.22486 -0.16361 1.44216  0.21
H 1.17798 -0.89652 0.58909  0.21
H 0.92796 2.06530 1.98653  0.20
H 2.20212 0.62008 2.57806  0.17
H 2.31974 2.42835 0.26773  0.34
H 3.07917 1.09056 0.12770  0.35
H -1.71681 1.31737 -0.89132  0.34
H -1.77826 0.80150 0.62292  0.35
H -2.62815 -3.94525 -0.27296  0.43
H -2.02107 -2.55102 -0.94203  0.51
O -2.42589 -3.53091 -1.06874  -1.07

Calculated values
spin multiplicity	1
LUMO	3.97	eV
charge	-1
Kohn-Sham gap	7.33	eV

---

#2 comes first in stability; the runner-up is 8.4 kcal/mol higher.

---

#1
Molecular formula: C4H2O
Method: DFT, the ωB97M-V functional and the def2-TZVPD basis

Last column: natural (NBO) charge in e.
Geometry (Å):
C 0.35349 0.09770 -1.16652  -0.45
C -0.22749 -0.40759 1.05426  0.00
C 0.31554 -0.80350 -0.12792  0.11
C -0.22259 1.10741 -0.49579  0.29
O -0.61782 0.84902 0.90429  -0.41
H 0.73404 0.06950 -2.16013  0.26
H -0.33517 -0.91254 1.99181  0.21

Calculated values
spin multiplicity	1
LUMO (spin up / spin down)	-1.95 / -1.94	eV
Kohn-Sham gap (spin up / spin down)	7.19 / 7.20	eV

---

#2
Molecular formula: C4H2O
Method: DFT, the ωB97M-V functional and the def2-TZVPD basis

Last column: natural (NBO) charge in e.
Geometry (Å):
C 1.84775 -0.02740 -0.05133  -0.43
C 3.03511 0.40138 -0.49290  0.22
C -0.69601 0.23880 0.17955  0.33
C 0.57774 -0.32590 0.10066  -0.04
O -1.32893 0.76135 -0.68654  -0.43
H -0.84874 0.41303 1.24452  0.14
H 0.57685 -1.85442 0.42178  0.21

Calculated values
spin multiplicity	1
LUMO	-2.19	eV
Kohn-Sham gap	7.82	eV

---

#3
Molecular formula: C4H2O
Method: DFT, the ωB97M-V functional and the def2-TZVPD basis

Last column: natural (NBO) charge in e.
Geometry (Å):
C -2.10017 -0.50424 0.29205  -0.31
C -3.17101 0.13906 0.22764  0.13
C 0.08184 -1.46707 -0.48288  0.38
C -1.32729 -1.24411 -0.44724  -0.13
O 0.71192 -1.08243 0.37462  -0.44
H -1.66977 -2.14489 -0.07116  0.24
H 0.64910 -2.02034 -1.31866  0.13

Calculated values
spin multiplicity	1
LUMO	-2.32	eV
Kohn-Sham gap	7.82	eV

---

#1 comes first in stability; the runner-up is 21.4 kcal/mol higher.

---

#1
Molecular formula: C4H8Si
Method: DFT, the ωB97M-V functional and the def2-TZVPD basis

Last column: natural (NBO) charge in e.
Geometry (Å):
C 1.99509 -0.01351 -0.19119  -0.38
C 0.67300 -0.76029 0.08423  -0.23
C 0.82580 0.65607 0.46407  -0.26
C -0.29813 0.33658 -0.47280  -0.61
Si -2.10595 -0.00292 0.03257  0.90
H 2.93115 -0.25419 0.46309  0.21
H 2.30432 0.25997 -1.15603  0.20
H 0.33424 -1.59858 0.77338  0.24
H 1.00063 1.13408 1.38704  0.23
H -0.18719 0.73409 -1.71892  0.21
H -3.18807 1.00712 -0.39110  -0.14
H -1.95135 -0.27966 1.38701  -0.18
H -2.33356 -1.21877 -0.66135  -0.17

Calculated values
spin multiplicity	1
LUMO	1.14	eV
SMILES	[SiH3][C@@H]1[C@H]2C[C@@H]12
Kohn-Sham gap	10.54	eV

---

#2
Molecular formula: C4H8Si
Method: DFT, the ωB97M-V functional and the def2-TZVPD basis

Last column: natural (NBO) charge in e.
Geometry (Å):
C 3.41818 -0.16705 -0.16892  -0.32
C 2.23769 -0.14802 0.09663  -0.37
C -0.51301 1.53346 -0.16484  -1.10
C -0.78363 -1.44329 -0.24936  -1.05
Si 0.09075 -0.03215 0.74370  1.32
H 4.44765 -0.38872 -0.34866  0.23
H -0.68704 1.39536 -1.15349  0.23
H -1.52750 1.83232 0.14872  0.24
H 0.34932 2.35115 -0.08277  0.25
H -1.49070 -1.93610 0.45606  0.23
H -1.23413 -1.00317 -1.02593  0.23
H -0.08767 -2.15766 -0.61074  0.25
H -0.27058 0.15753 2.24878  -0.14

Calculated values
spin multiplicity	1
LUMO	0.82	eV
SMILES	C#C[SiH](C)C
Kohn-Sham gap	10.74	eV

---

#2 comes first in stability; the runner-up is 20.2 kcal/mol higher.

---

#1
Molecular formula: C8H13N2
Method: DFT, the ωB97M-V functional and the def2-TZVPD basis

Last column: Mulliken spin population.
Geometry (Å):
C -0.29229 -2.10840 0.17683  0.13
C 0.38321 -1.23417 -0.66518  0.24
C 0.12896 0.06481 -0.16816  0.32
C -0.94181 -1.37792 1.17497  0.34
C 0.58220 1.42831 -0.46695  0.56
C 0.47556 2.86851 0.29649  -0.03
C 1.23512 -1.64643 -1.80854  -0.01
C -1.77798 -1.83276 2.30246  0.01
N -0.66911 -0.08731 0.95876  0.03
N 1.23799 1.53902 -1.61352  0.34
H -0.31094 -3.17719 0.08780  0.01
H 1.12018 2.84029 1.16724  0.01
H 0.80246 3.62500 -0.40348  0.00
H -0.55122 3.04892 0.59413  0.01
H 1.33454 -2.72895 -1.80392  0.00
H 0.79514 -1.36126 -2.76407  0.02
H 2.23387 -1.21819 -1.73018  0.01
H -1.17374 -2.38061 3.02928  0.03
H -2.24580 -0.98808 2.80396  0.00
H -2.55120 -2.51521 1.95607  0.02
H -0.99499 0.67896 1.52553  -0.01
H 1.62314 2.41112 -1.94284  -0.02
H 1.37169 0.72611 -2.19934  -0.02

Calculated values
spin multiplicity	3
LUMO (spin up / spin down)	-2.46 / -6.61	eV
charge	+1
Kohn-Sham gap (spin up / spin down)	7.36 / 7.15	eV
⟨S²⟩	2.0111

---

#2
Molecular formula: C8H13N2
Method: DFT, the ωB97M-V functional and the def2-TZVPD basis

Last column: Mulliken spin population.
Geometry (Å):
C -1.67537 0.89148 -1.01436  0.14
C -1.34298 -0.27288 -0.33940  0.20
C 0.05039 -0.01171 0.00749  0.32
C -0.58789 1.81055 -1.11304  0.38
C 1.00993 -0.83945 0.78597  0.60
C 2.93277 -1.03393 1.73633  -0.03
C -2.26930 -1.37653 -0.05828  0.00
C -0.66624 3.13681 -1.77162  0.01
N 0.45619 1.23628 -0.53260  0.04
N 0.75389 -2.07531 0.95702  0.29
H -2.66001 1.09898 -1.31996  0.01
H 3.54633 -1.50745 0.85978  0.00
H 3.19387 -0.00707 1.98953  0.00
H 2.49800 -1.69291 2.46984  0.01
H -2.80791 -1.20338 0.86980  0.02
H -2.87426 -1.38738 -0.98469  0.00
H -1.81176 -2.39884 0.02446  0.01
H 0.09574 3.66305 -2.13229  0.01
H -1.36906 2.96197 -2.49427  0.00
H -1.11561 3.74942 -0.93589  0.05
H 1.47376 1.60445 -0.40536  -0.01
H 1.30802 -2.62953 1.57798  -0.01
H -0.06170 -2.41960 0.59380  -0.02

Calculated values
spin multiplicity	3
LUMO (spin up / spin down)	-3.13 / -6.24	eV
charge	+1
Kohn-Sham gap (spin up / spin down)	6.26 / 7.31	eV
⟨S²⟩	2.0130

---

#1 comes first in stability; the runner-up is 91.0 kcal/mol higher.